Entry 1:
ORCA calculation (ωB97M-V/def2-TZVPD) on 15 unconnected molecules or ions with the total composition C3H37NO15S in a non-equilibrium geometry.

Properties
* ΔE to the lowest compared entry with this formula, charge and spin: 363.7 kJ/mol
* net charge: 0

Each line ends with the Mulliken charge.
CARTESIAN COORDINATES (ANGSTROEM)
S  -3.029  -0.804  -1.130  -0.19
O  1.945  0.044  -2.497  -0.57
O  -2.336  -1.492  3.160  -0.59
O  0.228  -5.251  -1.231  -0.66
O  -1.115  -2.428  0.809  -0.62
O  3.084  1.119  -0.329  -0.50
O  -4.420  0.301  2.219  -0.66
O  0.890  -3.308  2.537  -0.74
O  2.886  -3.306  -1.631  -0.59
O  1.727  3.575  -2.175  -0.64
O  1.582  3.625  1.493  -0.72
O  -3.301  2.281  1.135  -0.63
O  2.934  -1.749  1.899  -0.61
O  -1.084  4.243  0.314  -0.75
O  -1.276  2.984  -2.180  -0.60
O  2.017  1.035  2.094  -0.59
N  -0.219  0.416  -0.343  -0.07
C  -1.476  -1.086  -2.024  -0.96
C  -0.160  -0.475  -1.482  0.78
C  0.558  0.104  -2.745  -0.85
H  -3.021  0.543  -1.270  0.08
H  2.742  -2.451  -1.182  0.33
H  2.797  0.482  1.951  0.26
H  3.746  -3.617  -1.323  0.29
H  2.785  0.824  -1.219  0.38
H  -3.921  -0.442  1.856  0.38
H  -2.210  -0.542  3.072  0.27
H  -2.228  3.073  -2.411  0.29
H  -0.367  -4.526  -1.418  0.32
H  -4.151  0.275  3.142  0.28
H  0.852  3.157  -2.222  0.33
H  0.234  1.183  -3.048  0.13
H  0.489  -1.282  -1.130  0.03
H  -1.871  -2.697  1.341  0.23
H  -2.991  1.897  1.951  0.31
H  1.854  2.902  0.896  0.30
H  1.897  3.792  -1.249  0.31
H  1.111  -5.088  -1.566  0.31
H  -2.301  -1.668  4.114  0.27
H  1.516  3.076  2.283  0.37
H  2.095  -2.183  2.166  0.42
H  3.696  -2.197  2.283  0.24
H  -1.658  -0.673  -3.064  0.52
H  0.190  -3.049  1.863  0.49
H  -1.299  -2.131  -2.292  0.32
H  -0.868  1.197  -0.485  -0.04
H  -1.330  3.376  -1.270  0.35
H  1.149  -4.129  2.102  0.37
H  0.236  -0.514  -3.608  0.48
H  3.743  1.761  -0.618  0.29
H  0.668  0.880  -0.152  0.05
H  -0.173  4.176  0.679  0.45
H  -1.079  -1.464  0.878  0.26
H  2.387  0.356  -3.295  0.25
H  -4.156  1.871  0.998  0.30
H  -1.591  3.456  0.542  0.30
H  1.592  0.549  2.812  0.25


Entry 2:
ORCA calculation (ωB97M-V/def2-TZVPD) on 2 unconnected molecules or ions with the total composition C9H23N2Si in a non-equilibrium geometry.

Properties
* ΔE to the lowest compared entry with this formula, charge and spin: 57.9 kJ/mol
* net charge: +1

Each line ends with the Mulliken charge.
CARTESIAN COORDINATES (ANGSTROEM)
Si  -2.307  1.514  0.536  0.44
N  -0.785  -0.578  -0.952  -0.37
N  1.425  0.765  -0.276  0.11
C  2.726  1.185  0.194  0.15
C  -2.155  -2.158  0.392  -1.35
C  0.348  1.465  -0.450  -0.52
C  2.994  0.508  1.539  -1.30
C  3.781  0.788  -0.835  -1.37
C  -0.900  0.817  -0.694  0.11
C  -3.954  1.198  -0.330  -1.00
C  0.238  -2.632  -0.157  -1.36
C  -0.779  -1.533  0.163  0.34
H  2.295  0.849  2.297  0.37
H  -2.507  -2.626  -0.525  0.37
H  4.759  1.104  -0.490  0.42
H  -2.100  -2.922  1.161  0.44
H  -4.099  1.905  -1.145  0.32
H  3.587  1.257  -1.796  0.37
H  1.249  -2.238  -0.263  0.34
H  0.384  2.535  -0.300  0.45
H  -1.981  2.930  0.676  -0.20
H  -4.041  0.197  -0.747  0.34
H  -0.469  -0.999  1.070  0.25
H  -1.412  -0.904  -1.674  0.39
H  -1.485  1.424  -1.964  0.42
H  3.796  -0.292  -0.967  0.36
H  2.910  -0.572  1.444  0.31
H  2.712  2.272  0.320  0.29
H  0.247  -3.373  0.637  0.41
H  1.334  -0.226  -0.515  0.18
H  -2.114  0.798  1.799  -0.07
H  -0.032  -3.125  -1.088  0.35
H  -4.781  1.336  0.364  0.36
H  4.001  0.742  1.870  0.43
H  -2.881  -1.411  0.705  0.25


Entry 3:
ORCA calculation (ωB97M-V/def2-TZVPD) on a molecular structure, C50H51N8O3TeTi.

Properties
* ΔE to the lowest compared entry with this formula, charge and spin: 58.3 kJ/mol
* net charge: +1

Each line ends with the Mulliken charge.
CARTESIAN COORDINATES (ANGSTROEM)
Te  -2.352  -0.275  1.456  1.04
Ti  2.010  0.166  -1.310  -0.84
O  -0.180  1.929  1.580  -0.71
O  0.916  -0.636  2.184  -0.41
O  0.741  -2.267  -2.852  -0.53
N  0.386  -0.299  -1.744  1.33
N  2.342  0.052  -3.609  0.77
N  2.257  -1.806  -0.324  1.37
N  4.153  -0.687  -1.822  0.83
N  4.120  0.784  1.967  0.20
N  1.655  0.900  0.610  1.70
N  3.989  1.836  -0.947  1.01
N  1.278  2.307  -1.597  1.35
C  -1.509  -1.499  -2.767  -1.34
C  6.214  2.446  -1.563  -1.15
C  -4.678  -2.281  1.016  0.84
C  -0.034  -1.391  -2.471  0.31
C  -4.044  -3.868  3.204  -0.98
C  1.331  3.149  -2.626  -0.70
C  0.369  2.518  -0.643  0.47
C  1.383  -3.621  0.947  -0.81
C  -5.609  2.492  2.328  -0.91
C  -5.077  2.865  0.043  -1.11
C  -3.634  -1.906  1.867  0.19
C  0.418  4.180  -2.780  -1.34
C  3.095  -0.986  -3.984  0.90
C  6.079  3.656  -0.910  -0.66
C  -5.061  -1.467  -0.188  -1.21
C  -3.836  1.226  1.299  -0.06
C  3.055  -0.179  3.887  -1.12
C  4.887  3.934  -0.253  -0.93
C  -5.865  3.167  1.140  0.69
C  1.773  0.111  1.783  -0.71
C  4.604  -1.366  -0.593  -1.29
C  3.904  -1.649  -2.908  -1.63
C  5.137  1.566  -1.550  0.49
C  -3.314  1.650  -1.183  -1.27
C  3.057  0.248  2.564  0.65
C  5.224  0.933  2.694  -0.04
C  3.499  -2.195  -0.009  0.85
C  3.875  2.996  -0.296  -0.34
C  -5.086  -4.257  2.371  0.47
C  -2.208  -2.360  3.942  -1.46
C  0.536  1.707  0.626  -0.23
C  2.667  -4.009  1.289  -0.79
C  -4.405  0.858  3.761  -1.39
C  2.229  -0.942  -6.204  -0.57
C  1.217  -2.510  0.144  -0.28
C  5.312  0.572  4.031  -1.04
C  -0.574  4.345  -1.825  -0.54
C  1.483  0.552  -4.510  -0.36
C  -3.315  -2.706  2.979  0.99
C  3.091  -1.490  -5.277  -1.30
C  -4.065  1.906  0.098  1.34
C  1.395  0.094  -5.806  -1.15
C  3.746  -3.289  0.799  -1.24
C  4.206  -0.003  4.636  -0.52
C  -6.954  4.200  1.065  -1.64
C  5.201  0.249  -2.268  -1.61
C  -5.393  -3.445  1.291  -1.06
C  -4.608  1.535  2.434  0.89
C  -0.581  3.517  -0.712  -0.86
C  -5.847  -5.527  2.635  -1.49
H  6.891  4.371  -0.906  0.43
H  -4.179  -1.203  -0.778  -0.12
H  -1.230  -2.317  3.456  0.12
H  -6.396  -5.468  3.576  0.32
H  -1.284  3.625  0.104  0.66
H  0.828  1.336  -4.161  0.61
H  -4.903  1.417  4.552  0.47
H  4.239  -0.310  5.673  0.47
H  3.739  -2.318  -5.529  0.53
H  7.130  2.180  -2.075  0.56
H  -5.753  -2.020  -0.823  0.41
H  6.225  0.752  4.581  0.42
H  -2.159  -3.102  4.738  0.41
H  -5.539  -0.529  0.101  0.32
H  0.493  4.836  -3.636  0.48
H  -6.205  2.720  3.206  0.42
H  -2.430  1.033  -1.042  -0.73
H  2.137  2.997  -3.334  0.92
H  2.159  -0.619  4.300  0.55
H  -3.005  2.594  -1.637  0.50
H  -1.316  5.125  -1.930  0.53
H  -6.564  -5.730  1.841  0.35
H  0.678  0.538  -6.481  0.50
H  -3.346  0.775  4.005  0.11
H  -5.171  -6.381  2.707  0.35
H  6.080  1.366  2.186  0.44
H  -3.963  1.146  -1.906  0.60
H  0.236  -2.141  -0.113  0.10
H  2.940  3.157  0.222  0.25
H  -2.023  -0.554  -2.629  -0.04
H  -7.881  3.825  1.499  0.38
H  4.743  4.859  0.288  0.53
H  -6.208  -3.725  0.633  0.33
H  5.087  0.416  -3.340  0.56
H  2.829  -4.869  1.925  0.44
H  4.843  -2.040  -3.313  0.54
H  0.512  -4.150  1.306  0.60
H  -4.813  -0.156  3.753  0.27
H  4.764  -3.567  1.034  0.57
H  -1.647  -1.871  -3.782  0.44
H  -2.372  -1.379  4.392  0.21
H  -5.256  3.382  -0.896  0.38
H  -3.791  -4.487  4.059  0.40
H  4.884  -0.589  0.124  0.14
H  -6.679  5.101  1.618  0.32
H  5.483  -1.988  -0.795  0.68
H  3.316  -2.486  -2.527  0.52
H  2.191  -1.325  -7.215  0.45
H  -1.947  -2.229  -2.082  0.30
H  6.184  -0.214  -2.119  0.54
H  -7.155  4.490  0.034  0.36


| no. | LUMO level (eV) | E_HOMO (eV) | HOMO-LUMO gap (eV) |
| --- | --- | --- | --- |
| 1 | -0.4022 | -9.24 | 8.839 |
| 2 | -3.9589 | -12.61 | 8.649 |
| 3 | -2.8361 | -8.72 | 5.886 |